21
Properties=species:S:1:pos:R:3:forces:R:3:mulliken_charge:R:1 method="wB97M-V/def2-TZVPD" gap_ha=0.3096 e_above_lowest_kj_mol=293.37 lumo_ha=0.021
Si 0.230 -0.427 0.570 -2.1 -2.6 -2.7 0.28
N 0.010 0.655 -0.772 0.9 -0.5 1.1 0.12
N -1.593 -2.095 -0.361 3.6 0.8 0.6 -0.79
C -1.338 1.013 -1.178 0.6 -2.2 -2.6 -1.02
C 1.941 -1.298 0.483 -2.8 -1.6 -0.6 -0.97
C -0.545 -0.095 2.205 -2.0 -1.3 -1.0 -0.96
C 1.048 1.665 -0.919 -3.4 0.9 1.3 -1.19
H -1.379 1.745 -2.001 0.4 -0.4 0.1 0.33
H 1.779 -2.232 1.152 0.9 1.6 -1.0 0.30
H -2.085 -1.363 -0.846 -0.4 0.0 -0.1 0.28
H 0.838 2.538 -0.293 0.1 0.3 -0.1 0.32
H -1.668 -0.356 2.205 1.7 0.7 -0.3 0.28
H 2.746 -0.640 0.677 1.0 0.3 0.7 0.39
H -0.110 -0.787 2.890 0.5 -0.2 0.9 0.37
H -0.883 -2.400 -1.087 -1.1 0.2 0.8 0.21
H 2.016 -1.609 -0.601 -0.1 0.1 1.2 0.26
H 1.070 1.946 -1.903 0.1 1.1 -2.6 0.43
H 1.982 1.356 -0.692 3.0 -1.5 1.0 0.41
H -1.866 1.432 -0.405 -1.7 1.0 2.1 0.39
H -1.829 0.028 -1.527 0.5 2.1 0.4 0.18
H -0.363 0.924 2.404 0.1 1.2 0.9 0.35